# 1
Computed, not measured: a 2-piece molecular cluster, C9H9ClN2 overall, with the ωB97M-V functional and the def2-TZVPD basis.

Computed properties:
* HOMO: -9.32 eV
* gap between HOMO and LUMO: 0.3214 Ha
* net charge: 0

Geometry as XYZ:
```
21
Properties=species:S:1:pos:R:3:lowdin_charge:R:1
N 3.4088 -1.8551 -1.1622 0.182
C 2.4693 -1.2140 -1.0521 -0.222
C 1.4975 -0.2054 -0.8392 -0.298
N 0.4333 -0.1599 -1.5951 0.099
C -0.4726 0.9656 -1.5928 -0.210
C -0.3097 1.8525 -0.3529 -0.155
C 0.8590 1.6403 0.6396 -0.067
C 1.7560 0.6666 0.3862 -0.625
Cl 3.1371 0.2372 1.3025 0.729
H -0.3042 1.4784 -2.5398 0.118
H -1.4978 0.6280 -1.7056 0.106
H -1.2107 2.0038 0.3712 0.125
H -0.2550 2.9293 -0.7764 0.128
H 0.8045 2.0290 1.5788 0.075
C -2.0915 -0.9339 0.9117 -0.065
C -1.4136 -1.7115 0.1931 -0.097
C -1.1242 -1.8123 1.6314 -0.150
H -2.8225 -0.1708 1.0845 0.093
H -1.2748 -2.3359 -0.6074 0.080
H -0.1915 -1.3356 1.8375 0.049
H -1.3977 -2.6965 2.2870 0.105
```

=====

# 2
Computed, not measured: H10O5 as an isolated structure, with the ωB97M-V functional and the def2-TZVPD basis.

Computed properties:
* HOMO: -8.07 eV
* gap between HOMO and LUMO: 0.2774 Ha
* net charge: 0

Geometry as XYZ:
```
15
Properties=species:S:1:pos:R:3:lowdin_charge:R:1
O -0.1442 -0.3738 0.4637 0.135
H 0.4245 -1.0965 0.1981 0.120
H 0.3109 0.0308 1.2023 0.090
O -0.5292 1.8036 -0.0004 -0.049
H 0.0168 1.5044 -0.7275 0.042
H 0.0833 1.9266 0.7248 -0.196
O 0.5414 1.7038 1.7688 0.065
H 1.3640 1.4485 1.3512 0.115
H 0.5876 1.3199 2.6445 0.127
O 0.1708 -1.9935 -1.9828 -0.028
H 0.8539 -1.9063 -1.3179 0.016
H 0.0438 -2.9379 -2.0739 0.053
O -1.5808 -0.6594 -0.6886 -0.079
H -1.3121 -0.1689 -1.4654 0.015
H -0.8306 -0.6013 -0.0968 -0.426
```

=====

# 3
Computed, not measured: a 12-piece molecular cluster, C58H109N17O13P4 overall, with the ωB97M-V functional and the def2-TZVPD basis.

Computed properties:
* HOMO: -8.01 eV
* gap between HOMO and LUMO: 0.3017 Ha
* net charge: 0

Geometry as XYZ:
```
201
Properties=species:S:1:pos:R:3:lowdin_charge:R:1
C 1.8805 -0.0365 8.4534 -0.131
N 1.7865 -0.1327 7.0237 -0.309
C 0.4232 -0.4388 6.5915 -0.112
P 3.1457 -0.2003 5.9586 0.600
O 4.5207 -0.2751 6.5883 -0.320
N 2.7702 -1.5265 4.9655 -0.287
C 3.6929 -1.6635 3.7750 -0.092
C 2.5899 -2.8384 5.6440 -0.101
N 2.9717 1.1998 5.0009 -0.285
C 1.8887 1.4545 4.0154 -0.111
C 3.6578 2.4424 5.4824 -0.087
H 1.6191 -1.0171 8.8512 0.079
H 1.1910 0.7040 8.8588 0.083
H 2.9031 0.2153 8.7346 0.078
H 0.0297 0.2451 5.8394 0.056
H -0.1345 -0.3927 7.5269 0.083
H 0.3009 -1.4745 6.2745 0.062
H 3.4907 -2.5623 3.1925 0.054
H 3.6423 -0.7557 3.1737 0.064
H 4.7188 -1.8191 4.1086 0.076
H 3.4814 -3.4643 5.6060 0.084
H 2.1328 -2.7166 6.6260 0.069
H 1.7614 -3.2701 5.0826 0.076
H 2.1968 2.1057 3.1973 0.047
H 1.5040 0.5322 3.5801 0.061
H 1.0261 1.9113 4.5005 0.056
H 3.0103 3.0138 6.1475 0.076
H 3.7278 3.1626 4.6673 0.064
H 4.6545 2.1975 5.8495 0.075
C -5.1920 -7.3294 -1.2952 -0.098
N -4.1912 -6.1998 -1.2765 -0.300
C -3.1129 -6.2495 -2.2962 -0.130
P -4.5906 -4.8403 -0.2019 0.588
O -5.7868 -5.0686 0.6283 -0.284
N -3.1248 -4.6765 0.6605 -0.285
C -3.1959 -4.0022 1.9940 -0.121
C -1.7562 -5.0889 0.2011 -0.088
N -4.6079 -3.4571 -1.1963 -0.301
C -5.5652 -3.3533 -2.3041 -0.095
C -3.8920 -2.2020 -0.8234 -0.102
H -6.1415 -6.8565 -1.5459 0.066
H -5.2257 -7.8164 -0.3206 0.073
H -4.9546 -8.0423 -2.0849 0.071
H -2.3447 -6.8847 -1.8553 0.057
H -2.7323 -5.2315 -2.3791 0.048
H -3.5481 -6.6257 -3.2220 0.078
H -2.4114 -3.2559 2.1194 0.047
H -4.1841 -3.5909 2.1996 0.082
H -3.0364 -4.7781 2.7427 0.079
H -1.7447 -6.1380 -0.0946 0.062
H -1.5187 -4.4607 -0.6574 0.056
H -0.9559 -5.0486 0.9399 0.082
H -5.6858 -4.3217 -2.7898 0.071
H -6.5027 -3.0355 -1.8479 0.084
H -5.0956 -2.7516 -3.0823 0.069
H -2.8704 -2.4120 -0.5065 0.049
H -4.4343 -1.7284 -0.0051 0.083
H -3.6854 -1.5331 -1.6588 0.065
C 0.4366 -1.5717 1.0468 -0.080
N -0.0462 -0.5718 0.0725 -0.278
C -0.0919 -1.0132 -1.3137 -0.141
P -0.2324 1.1385 0.5480 0.659
O 1.0230 1.8574 0.8451 -0.298
N -1.1967 1.8668 -0.6873 -0.278
C -0.9314 3.2660 -1.1778 -0.067
C -2.3972 1.2502 -1.2690 -0.122
N -1.3132 1.1184 1.9113 -0.285
C -2.5224 0.3701 1.8165 -0.149
C -1.3419 2.4076 2.6851 -0.074
H 1.4989 -1.3683 1.1816 0.073
H 0.2570 -2.5255 0.5507 0.061
H -0.1521 -1.4591 1.9572 0.064
H 0.1006 -0.2612 -2.0790 0.065
H -1.0841 -1.3759 -1.5820 0.043
H 0.5607 -1.8760 -1.4470 0.075
H 0.0942 3.2758 -1.5468 0.067
H -1.7118 3.5432 -1.8864 0.079
H -1.0017 3.8997 -0.2937 0.055
H -2.5688 0.1832 -1.1268 0.044
H -3.2448 1.7710 -0.8235 0.054
H -2.5095 1.5550 -2.3094 0.082
H -2.8701 0.0670 2.8040 0.061
H -3.2970 0.9381 1.3012 0.075
H -2.4615 -0.6114 1.3462 0.065
H -1.5082 2.2417 3.7495 0.061
H -2.2521 2.8737 2.3079 0.058
H -0.4952 3.0722 2.5132 0.081
C 3.2909 4.6935 -3.5814 -0.102
N 2.7634 5.0388 -4.9202 -0.295
C 1.9730 6.2687 -4.8508 -0.141
P 2.4994 3.8467 -6.1347 0.536
O 3.5941 2.8412 -6.2942 -0.307
N 1.0054 3.2072 -5.7309 -0.302
C 0.7641 1.9272 -5.0389 -0.091
C -0.2293 3.9768 -5.9088 -0.131
N 2.3118 4.7006 -7.5627 -0.299
C 3.4244 5.5616 -8.0140 -0.111
C 1.4920 4.0408 -8.7180 -0.046
H 4.0670 5.4423 -3.4228 0.089
H 3.5047 3.6288 -3.4878 0.076
H 2.5798 4.8350 -2.7675 0.061
H 1.3376 6.4731 -5.7125 0.062
H 2.6084 7.1535 -4.8125 0.078
H 1.3137 6.2440 -3.9831 0.074
H 0.9927 2.1513 -3.9970 0.062
H -0.2211 1.4841 -5.1841 0.058
H 1.5164 1.2088 -5.3645 0.062
H -0.9311 3.3633 -6.4739 0.076
H -0.5952 4.2000 -4.9066 0.074
H -0.1267 4.9599 -6.3682 0.066
H 3.7598 6.2493 -7.2377 0.072
H 4.2320 4.8693 -8.2519 0.076
H 3.2253 6.1043 -8.9381 0.074
H 1.9604 3.0765 -8.9151 0.075
H 1.4946 4.7201 -9.5704 0.073
H 0.4686 3.8117 -8.4209 0.049
O -0.7867 3.3199 6.0728 0.137
C -1.6972 4.1049 6.0279 -0.563
O -2.0083 4.9402 5.0572 0.062
C -3.0423 5.8765 5.4016 -0.102
C -3.6076 5.2394 6.6445 -0.120
O -2.5838 4.3194 7.0579 0.049
H -2.7341 6.9026 5.6021 0.136
H -3.8543 5.8299 4.6759 0.128
H -4.5099 4.6390 6.5284 0.135
H -3.7318 6.0489 7.3638 0.131
O 2.0991 -4.3064 1.2544 0.125
C 3.2911 -4.5084 1.3247 -0.529
O 3.9346 -5.0909 2.3505 0.054
C 5.3144 -5.3316 2.0435 -0.109
C 5.5105 -4.7851 0.6601 -0.118
O 4.1985 -4.3460 0.3026 0.027
H 5.8339 -4.7200 2.7812 0.132
H 5.6246 -6.3759 2.0795 0.135
H 5.8288 -5.5682 -0.0279 0.136
H 6.2536 -3.9944 0.7643 0.131
O 6.4939 5.5549 0.3721 0.130
C 5.5913 4.7367 0.4427 -0.561
O 5.1299 4.1929 1.5317 0.088
C 4.0603 3.3157 1.3182 -0.128
C 4.1321 3.1143 -0.1578 -0.141
O 4.9810 4.1500 -0.6249 0.064
H 4.2185 2.4104 1.9043 0.133
H 3.1125 3.7860 1.5801 0.128
H 3.1304 3.1784 -0.5828 0.110
H 4.4896 2.1524 -0.5253 0.115
C 0.6481 -5.7930 -3.2171 -0.112
C 1.2670 -4.9749 -2.2718 -0.074
C 2.4145 -4.2527 -2.6064 -0.085
N 2.9005 -4.2664 -3.9351 0.059
C 2.2785 -5.0398 -4.8461 -0.118
C 1.1317 -5.8256 -4.4861 -0.073
H -0.2472 -6.3358 -2.9519 0.090
H 0.9299 -4.9972 -1.2460 0.082
H 2.9079 -3.6567 -1.8530 0.076
H 2.6397 -4.8905 -5.8530 0.098
H 0.5378 -6.3854 -5.1934 0.100
C -2.4454 -2.5263 4.5921 -0.095
C -3.5521 -3.0469 5.2250 -0.075
C -4.3806 -2.1947 5.9784 -0.140
N -4.1385 -0.8880 6.2002 0.061
C -2.9678 -0.4212 5.6633 -0.125
C -2.1365 -1.1604 4.7787 -0.092
H -1.8830 -3.2241 3.9895 0.083
H -3.8059 -4.0905 5.1112 0.101
H -5.2970 -2.5571 6.4201 0.098
H -2.6719 0.6134 5.7552 0.092
H -1.3166 -0.6963 4.2506 0.081
C -3.7658 4.6797 0.2987 -0.072
C -2.9712 5.4064 1.2175 -0.067
C -3.4294 6.6812 1.5051 -0.168
N -4.4636 7.2616 0.8777 0.052
C -5.2302 6.5311 0.0096 -0.130
C -4.9021 5.2165 -0.3502 -0.054
H -3.4612 3.6884 -0.0028 0.062
H -2.0546 4.9990 1.6180 0.082
H -2.8438 7.2753 2.1911 0.099
H -6.1198 6.9805 -0.4065 0.097
H -5.5371 4.6467 -1.0124 0.098
C 4.6480 -1.4871 -1.8547 -0.100
C 4.4865 -1.5323 -3.2574 -0.064
C 3.4477 -0.7694 -3.7760 -0.123
N 2.7490 0.1400 -3.0350 0.073
C 2.9781 0.2051 -1.7146 -0.157
C 3.9434 -0.6006 -1.0839 -0.077
H 5.4733 -2.0104 -1.3947 0.098
H 4.8692 -2.3598 -3.8364 0.090
H 3.0903 -0.8534 -4.7917 0.100
H 2.3024 0.7525 -1.0741 0.073
H 4.1653 -0.7095 -0.0326 0.099
C -1.3765 -1.7346 -4.8100 -0.033
C -2.1277 -0.9804 -5.7707 -0.072
C -3.3736 -1.4414 -6.2012 -0.106
N -3.7029 -2.7672 -5.9340 0.042
C -2.9130 -3.5221 -5.1985 -0.203
C -1.7395 -3.1156 -4.5698 -0.038
H -0.4776 -1.3066 -4.3914 0.082
H -1.8057 0.0111 -6.0532 0.075
H -4.0771 -0.8968 -6.8136 0.097
H -3.3494 -4.4941 -5.0220 0.092
H -1.2304 -3.8305 -3.9404 0.072
```

=====

# 4
Computed, not measured: one molecule with the formula C10H8N2, with the ωB97M-V functional and the def2-TZVPD basis.

Computed properties:
* HOMO (spin up / spin down): -7.64 / -7.64 eV
* gap between HOMO and LUMO (spin up / spin down): 0.2721 / 0.2719 Ha
* net charge: 0

Geometry as XYZ:
```
20
Properties=species:S:1:pos:R:3:lowdin_charge:R:1
C -2.2747 -0.3244 -0.5678 -0.228
C 1.2088 0.0782 0.6430 -0.056
C 1.7372 1.2323 1.0539 -0.085
C 0.7471 1.8261 -1.9404 -0.055
C -0.0082 0.0891 -0.2378 -0.115
C 1.1117 2.3010 0.3707 -0.045
C 0.1780 0.5236 -1.7434 -0.255
C -0.2026 -0.2805 -2.7134 0.058
C -1.2058 -0.2252 0.3329 -0.211
C -1.4987 -0.3768 1.8676 0.000
N -3.1845 -0.4612 -1.2688 0.172
N 1.1367 2.4614 -0.8382 0.102
H 1.4182 -0.9154 1.0810 0.128
H 2.0922 1.5221 2.0169 0.103
H 0.5173 2.1689 -2.9366 0.119
H -0.5890 -1.2527 -2.5210 0.068
H 0.0423 -0.0353 -3.7213 0.064
H -2.1859 -1.1840 2.1397 0.082
H -1.7392 0.5747 2.2703 0.072
H -0.5060 -0.7954 2.2132 0.082
```

=====

Taking the records one at a time from the top gives largest force on an atom values of 4.54, 19.98, 3.65, 3.88 eV/A.